13
Properties=species:S:1:pos:R:3:forces:R:3 method="wB97M-V/def2-TZVPD" smiles=[SiH3][C@@H]1[C@H]2C[C@@H]12 homo_energy_ha=-0.3454 e_above_lowest_kj_mol=277.33
Si -2.105949 -0.002924 0.032567 0.809 1.605 -1.821
C -0.298130 0.336577 -0.472800 0.765 0.687 -2.809
C 0.673005 -0.760285 0.084235 -0.517 0.168 0.215
C 1.995094 -0.013506 -0.191187 0.463 -1.371 2.236
C 0.825800 0.656067 0.464066 0.549 0.025 -0.777
H -3.188066 1.007125 -0.391099 0.845 -0.516 0.491
H -1.951346 -0.279655 1.387007 -0.338 -0.213 2.042
H -2.333561 -1.218772 -0.661349 -0.586 -1.069 -0.570
H -0.187189 0.734092 -1.718923 -0.059 -1.372 3.610
H 0.334243 -1.598578 0.773383 0.895 1.104 -1.202
H 2.931154 -0.254191 0.463087 -2.037 0.382 -0.891
H 2.304321 0.259973 -1.156027 -0.041 0.123 -1.508
H 1.000630 1.134083 1.387043 -0.748 0.446 0.983

135
Properties=species:S:1:pos:R:3:forces:R:3 method="wB97M-V/def2-TZVPD" homo_energy_ha=-0.3530
O -2.827725 2.214799 4.822655 -0.641 0.013 0.225
H -1.971745 1.875099 5.083665 0.585 -0.084 0.397
H -2.745135 2.377119 3.882945 -0.017 -0.065 -0.363
O -1.042845 3.565169 0.565855 0.835 -0.889 -0.143
H -1.562725 4.230899 0.115565 -0.065 1.029 0.080
H -1.664925 3.127259 1.146795 -0.287 -0.432 0.242
O 3.488595 2.288979 -2.652345 -0.043 0.011 0.173
H 3.534805 1.556109 -3.266345 -0.307 -0.111 -0.189
H 4.339035 2.721319 -2.730245 0.135 0.363 0.007
O 0.014975 5.872439 -2.748875 -0.289 0.634 -0.276
H 0.336155 4.971559 -2.710195 0.131 -0.348 -0.055
H 0.539635 6.342319 -2.100665 0.147 0.165 0.243
O -4.799875 -2.930741 3.578225 -0.211 -0.241 -0.602
H -4.466305 -2.145191 4.011685 0.518 0.347 0.613
H -4.764425 -3.609901 4.251825 -0.038 -0.137 0.289
O -0.716035 1.143889 -4.051525 0.275 0.021 0.195
H -1.297855 0.392329 -4.165005 -0.288 -0.444 -0.053
H -0.901545 1.706669 -4.803245 0.203 0.062 -0.205
O -3.399845 2.943499 -4.592635 -0.100 -0.204 -0.980
H -3.782665 2.298969 -5.187835 -0.264 -0.171 -0.104
H -2.479075 2.990619 -4.849935 0.248 0.192 -0.035
O 2.324675 -4.604211 -4.725705 -0.389 -0.368 -0.422
H 2.307855 -4.011751 -3.974075 0.358 0.274 0.536
H 3.075465 -4.313691 -5.243525 0.147 0.050 -0.073
O -2.329145 -1.463181 -5.999885 0.059 0.370 -0.221
H -3.262345 -1.586901 -6.173235 -0.217 -0.053 -0.098
H -2.209395 -1.769301 -5.100895 0.283 -0.291 0.445
O -2.619575 1.565529 2.027495 -0.066 0.345 0.485
H -2.040635 0.849819 1.765145 0.221 -0.347 -0.286
H -3.379545 1.482909 1.451435 -0.109 0.162 -0.351
O -0.135575 -0.463261 3.074905 -1.164 1.153 0.374
H 0.582625 -1.085341 2.958935 0.895 -0.838 0.161
H -0.527825 -0.384741 2.205305 -0.170 -0.041 -0.347
O -4.112285 -0.624771 -2.974515 0.166 0.559 0.438
H -4.964505 -0.297541 -3.262395 -0.199 0.161 -0.092
H -4.019685 -1.470871 -3.412445 0.054 -0.578 -0.306
O 2.232225 -4.658761 2.037865 0.168 0.226 0.208
H 1.880815 -5.315361 2.639215 -0.187 -0.291 0.125
H 1.921725 -4.933021 1.174965 -0.143 -0.034 -0.276
O -5.422475 -3.951431 -1.187535 -0.136 0.541 -0.795
H -4.967375 -4.278321 -0.411485 0.456 -0.634 0.678
H -6.114775 -3.388791 -0.840565 -0.291 0.102 -0.054
O -4.042095 -1.587531 1.069195 0.053 0.276 -0.573
H -4.069795 -1.413041 2.009945 0.199 -0.041 0.371
H -4.958485 -1.708321 0.820425 -0.286 -0.094 0.053
O 1.941165 3.673299 -4.777755 0.215 -0.230 -0.506
H 1.555255 3.200609 -4.040285 0.032 0.059 0.483
H 1.214485 4.173919 -5.148635 -0.140 0.295 -0.038
O 5.266885 -1.369151 4.194715 0.523 0.315 0.799
H 4.946865 -1.661871 3.341415 -0.330 -0.127 -0.665
H 4.486635 -1.047111 4.646075 -0.310 -0.013 0.192
O 1.486165 5.678119 0.919825 0.140 0.868 -0.329
H 1.122645 5.224869 1.680515 -0.135 -0.419 0.247
H 1.954145 4.997579 0.435985 0.039 -0.452 -0.072
O 4.225265 -0.633581 -2.372275 0.729 -0.073 0.262
H 3.407225 -0.414121 -2.818245 -0.667 0.188 -0.352
H 4.863455 -0.011651 -2.721765 0.303 0.060 0.105
O 2.077395 2.892269 -0.162145 0.614 -0.127 0.501
H 1.138605 2.774889 -0.016835 -0.426 0.267 0.356
H 2.206355 2.674979 -1.085395 0.202 0.011 -0.508
O -2.830695 -1.051211 4.951325 -0.808 -0.690 -0.235
H -1.955565 -0.731691 4.731585 0.492 0.080 -0.128
H -3.388095 -0.274341 4.906465 0.074 0.715 0.222
O 3.555335 1.635229 3.562225 -0.501 0.205 0.421
H 3.848975 2.407079 4.046215 0.066 0.300 0.267
H 4.341015 1.317889 3.116995 0.224 -0.414 -0.646
O -0.746965 -1.846231 -3.252395 0.103 0.372 -0.633
H -1.315425 -1.604551 -2.521175 -0.351 -0.182 0.404
H -0.496955 -2.752551 -3.072635 0.108 -0.323 -0.044
O -2.488525 -2.664981 -1.008405 0.611 0.007 -0.044
H -3.181515 -2.269611 -0.479565 -0.545 0.221 0.388
H -2.949365 -3.251921 -1.607865 -0.039 -0.249 -0.297
O -2.348035 5.656849 -0.517865 -0.135 0.458 0.683
H -2.446345 5.003579 -1.210545 -0.542 -0.286 -0.977
H -2.047945 6.444439 -0.971605 0.297 0.119 -0.030
O 4.895085 -2.043661 1.635605 -0.062 -0.375 -0.088
H 4.666435 -1.431231 0.936405 -0.249 0.392 -0.224
H 5.848485 -2.115361 1.589555 0.322 -0.118 -0.081
O -4.186945 2.036789 -0.510415 -0.200 -0.175 0.454
H -3.735385 1.319269 -0.954805 0.351 -0.449 -0.230
H -4.961285 1.629299 -0.122365 -0.423 0.007 0.001
O 1.820235 -2.119881 3.180845 0.219 0.323 0.163
H 1.958225 -2.207591 4.123975 0.127 0.241 0.426
H 1.828035 -3.018981 2.852525 0.184 -0.693 -0.619
O 2.039165 -0.142601 -4.011735 0.465 -0.025 0.124
H 2.115495 0.232979 -4.888855 0.019 0.100 -0.305
H 1.096795 -0.181571 -3.848525 -0.568 0.002 0.136
O 1.136515 3.557269 2.928585 -0.042 0.324 0.155
H 0.381895 2.973139 2.853845 -0.270 -0.091 -0.038
H 1.889735 2.969709 2.989155 0.328 -0.331 -0.096
O 2.616095 -0.154731 5.532305 -0.334 -0.647 0.490
H 2.797115 0.409209 4.780345 0.174 0.567 -0.715
H 3.238385 0.130369 6.201415 0.130 0.060 0.263
O 3.106625 -2.984671 -2.345795 -0.656 -1.109 -0.139
H 2.324835 -2.469181 -2.147525 -0.138 0.209 0.174
H 3.756945 -2.338301 -2.620625 0.458 0.393 0.070
O -3.067835 3.705459 -2.212335 0.560 0.351 0.466
H -3.697205 3.160549 -1.739905 -0.254 0.082 0.397
H -3.235555 3.519729 -3.136245 -0.132 0.079 -0.099
O 0.244655 3.252079 -2.340675 0.411 -0.304 -0.230
H -0.358525 3.430249 -1.619115 -0.493 0.178 0.541
H 0.127435 2.320539 -2.527015 -0.272 -0.384 -0.306
O -0.345165 0.901579 5.562035 -0.473 0.296 0.351
H -0.178235 0.516679 4.701675 0.281 -0.333 -0.752
H 0.480965 0.800099 6.034725 0.280 -0.065 0.126
O -4.330055 -5.288531 1.007405 -0.236 0.120 -0.171
H -4.986795 -5.843841 1.427595 -0.284 -0.139 0.107
H -3.521995 -5.800041 1.047695 0.298 0.064 0.049
O -0.967855 -5.928121 1.678315 0.614 -1.077 -0.416
H -1.571315 -6.455141 1.154565 0.203 -0.359 -0.178
H -1.485555 -5.170661 1.951215 -0.333 0.887 0.514
O -2.210955 -3.756171 2.300905 0.443 0.190 0.043
H -2.269935 -3.302041 1.460365 -0.018 0.192 -0.305
H -3.022835 -3.528711 2.754065 -0.576 0.125 0.297
O -4.133975 -3.350691 -3.811275 0.378 0.342 -0.211
H -4.542415 -3.960641 -4.425585 0.004 -0.181 -0.253
H -4.641075 -3.446451 -3.005105 -0.483 -0.283 0.699
C 7.020805 0.928649 1.589005 -0.104 1.154 -0.126
C 5.986495 1.957279 1.162065 -0.973 0.734 0.451
O 4.760065 1.318029 0.993595 -1.153 -1.817 -0.298
H 7.036255 0.692889 2.653095 -0.474 -0.018 -0.014
H 7.981965 1.401969 1.388385 0.296 -0.634 -0.320
H 6.774695 0.035009 1.015485 0.647 -0.026 -0.077
H 6.162565 2.487849 0.226335 0.967 -0.048 -0.071
H 5.708875 2.716359 1.893385 1.198 0.520 0.458
H 4.107355 1.939589 0.663085 -0.451 0.109 -0.087
C 1.028485 -0.716511 -0.098275 0.071 1.627 -1.177
C -0.337365 0.077669 -0.516585 3.982 -1.831 -1.824
O -1.231365 -0.396151 0.345615 -3.700 -0.085 3.117
H 0.968185 -1.768491 0.180645 -1.037 -0.029 -0.042
H 1.498125 -0.223651 0.752975 -0.053 0.175 -0.022
H 1.771025 -0.727241 -0.896155 0.145 0.433 -0.152
H -0.668215 -0.207901 -1.515135 0.496 0.173 -0.330
H -0.266265 1.164889 -0.548195 0.164 -0.032 0.672
H -1.642765 -1.198731 0.016635 0.154 -0.066 -0.015

17
Properties=species:S:1:pos:R:3:forces:R:3 method="wB97M-V/def2-TZVPD" s_squared=0.754 homo_energy_ha="-0.4398 / -0.5011" e_above_lowest_kj_mol=289.52 charge=+1 multiplicity=2
C -2.079562 -1.133704 1.572986 -1.574 0.429 0.798
O -0.780348 -1.387784 1.052179 3.028 -0.273 0.566
H -2.228656 -1.690513 2.507343 0.091 0.150 -0.394
H -2.214118 -0.057613 1.741721 0.055 -0.318 0.043
H -2.810553 -1.472546 0.824164 0.298 0.017 0.300
O 1.323667 -1.278523 -1.100268 -2.919 -0.404 1.283
C 2.117540 -0.115872 -1.153481 -0.539 0.430 -0.511
C 1.788884 1.089301 -0.267670 0.500 1.812 -2.288
O 0.616827 1.756824 0.024448 -2.042 -2.260 0.340
C -0.615767 1.242865 -0.598733 -0.029 0.643 -0.057
Al -0.324707 -0.738618 -0.665505 2.508 0.280 0.541
H 2.032681 0.241805 -2.207449 0.511 0.000 0.512
H 3.174275 -0.349891 -0.923191 -0.467 0.035 -0.230
H -0.016778 -1.342682 1.753362 -1.982 -0.220 -1.695
H 2.126432 1.860458 -0.953593 2.419 0.495 0.786
H -0.692011 1.678152 -1.613322 0.057 -0.226 0.376
H -1.417805 1.698340 0.007008 0.086 -0.591 -0.370

26
Properties=species:S:1:pos:R:3:forces:R:3 method="wB97M-V/def2-TZVPD" homo_energy_ha=-0.3581
C 2.393210 0.260591 0.222337 -0.309 0.004 -0.513
C 1.539433 0.528791 -1.039803 0.098 -0.460 0.688
C 0.073794 0.208380 -0.781726 0.110 0.176 -0.593
N -0.829373 0.853851 -1.759881 -0.401 0.220 0.732
B -2.217539 0.622065 -1.545112 0.607 0.205 -0.873
O -2.716633 -0.672511 -1.554107 -0.087 -0.131 0.876
B -4.007258 -0.798208 -1.121935 -0.340 -0.141 -0.582
F -4.408839 -1.812675 -0.365154 0.162 0.040 -0.436
O -4.897936 0.222842 -1.427134 0.030 -0.428 1.200
B -4.361582 1.404846 -0.961930 -0.209 0.506 -0.340
S -5.329171 2.544173 0.125702 0.028 0.588 -0.195
O -3.068339 1.710678 -1.304298 -0.131 -0.473 0.182
H 3.073092 -0.559884 0.028267 0.274 -0.072 0.181
H 1.767259 -0.019475 1.062771 -0.076 -0.063 0.194
H 2.952401 1.141244 0.511422 0.235 0.085 0.078
H 1.668337 1.559532 -1.349048 -0.108 0.174 -0.218
H 1.885095 -0.137684 -1.821346 0.092 0.225 -0.436
H -0.181380 0.516870 0.233797 -0.060 0.018 0.148
H -0.064940 -0.864478 -0.860498 -0.118 -0.197 0.145
H -0.687960 1.855027 -1.730181 0.277 0.112 -0.112
H -5.361638 1.764456 1.210428 -0.063 -0.357 -0.142
C 4.556390 -2.066294 2.846451 -0.001 0.016 -0.007
Cl 4.722281 -0.368673 3.302840 0.001 0.020 0.000
Cl 5.261250 -3.087076 4.101720 0.004 -0.004 0.007
Cl 2.845341 -2.457776 2.658642 -0.026 -0.059 0.032
Cl 5.394706 -2.348613 1.317774 0.011 -0.005 -0.017

16
Properties=species:S:1:pos:R:3:forces:R:3 method="wB97M-V/def2-TZVPD" smiles=C[C@H]1CCOBO1 homo_energy_ha=-0.3608 e_above_lowest_kj_mol=179.81
C -1.875875 -0.691219 0.367967 0.455 1.181 -2.894
C -0.580963 -0.367656 -0.455522 -3.885 2.185 0.701
C -0.085108 0.963737 0.013718 2.177 0.915 3.136
C 1.476609 1.209447 -0.128250 -1.432 -1.845 -2.654
O 2.222853 0.014681 0.236688 -0.386 0.044 0.179
B 1.680071 -1.201119 0.116326 -4.376 0.344 -0.949
O 0.218045 -1.435770 -0.347765 5.220 -0.716 0.439
H -2.494520 0.164572 0.544200 -0.185 0.701 0.294
H -1.663202 -1.222897 1.215794 0.461 -1.344 2.171
H -2.375647 -1.241762 -0.390183 -1.095 -1.258 0.110
H -1.133556 -0.125799 -1.409200 1.666 -0.954 -0.340
H -0.407565 1.166587 1.084108 0.732 -0.612 -0.780
H -0.682725 1.668288 -0.484373 -0.237 1.373 -1.022
H 1.625581 1.266186 -1.252242 0.194 0.567 1.249
H 1.956038 2.012586 0.400007 -0.303 0.440 0.158
H 2.119966 -2.179866 0.488722 0.994 -1.023 0.203

17
Properties=species:S:1:pos:R:3:forces:R:3 method="wB97M-V/def2-TZVPD" smiles=CC(C)(C)OP(Br)Br homo_energy_ha=-0.3550 e_above_lowest_kj_mol=41.32
C 1.238158 -0.856869 -0.385736 1.012 -1.862 -1.889
C 0.266610 0.022879 0.304144 -0.854 1.390 -0.851
C 0.360442 1.426707 -0.396532 -0.052 -1.806 1.305
C 0.455446 0.131761 1.792344 -0.823 1.639 0.367
O -1.078436 -0.432256 0.215568 -2.855 -0.468 -3.380
P -2.020095 -0.408172 -1.479829 1.767 0.438 3.081
Br -2.223114 -2.560273 -1.686782 -0.003 -0.484 -0.040
Br -4.109231 0.109783 -0.833827 0.643 -0.068 0.121
H 1.116685 -0.731508 -1.475513 -0.096 0.068 0.144
H 2.302911 -0.576834 -0.240003 -0.660 -0.205 0.381
H 1.097986 -1.965246 -0.287283 0.146 0.947 0.642
H 1.326947 1.868304 -0.320638 0.562 0.634 0.470
H -0.476880 1.980310 -0.082724 -0.615 1.313 1.112
H 0.151543 1.327073 -1.408571 -0.019 -0.578 -2.186
H -0.144417 -0.627528 2.388859 0.888 1.167 -0.779
H 1.505747 0.054708 1.902468 1.123 -0.360 0.919
H 0.229697 1.237160 1.994055 -0.164 -1.765 0.582

no.,DFT total energy (eV)
1,-12151.263
2,-89559.584
3,-17023.210
4,-77608.155
5,-9065.706
6,-155715.497